Molecular formula: C19H23Cl4N3
Method: DFT, ωB97M-V with the def2-TZVPD basis set

Computed properties:
Maximum force ... 1.4 eV/Å
HOMO energy ... -9.71 eV
SMILES ... c1ccncc1.c1ccncc1.c1ccncc1.ClCCCl.ClCCCl
Kohn-Sham gap ... 10.252 eV
Molecular weight ... 435.2 g/mol

```
49
Properties=species:S:1:pos:R:3:forces:R:3
C -1.295807 11.255673 -11.340809 -0.364 -0.647 -0.188
H -2.047232 9.899780 -13.769489 -0.071 0.019 0.012
H -1.872361 12.989056 -17.266569 0.015 -0.039 0.018
H -2.216697 12.445166 -14.888689 0.032 -0.377 0.114
H -1.455822 14.356647 -12.615469 0.189 0.019 -0.037
C -1.030535 13.411841 -12.298163 -0.105 -0.075 -0.614
H -3.604887 17.453191 -9.020068 -0.034 -0.011 0.147
C -3.995226 16.441494 -8.951639 -0.273 0.314 -0.146
C -2.826752 12.610172 -16.923958 -0.228 0.113 -0.202
H -5.589564 16.954583 -7.625524 -0.090 -0.066 0.006
Cl -0.338129 10.195586 -16.232861 0.080 -0.124 0.081
N -5.284761 11.680420 -16.044481 0.100 -0.224 0.272
C -1.855254 12.443294 -11.758870 -0.321 0.176 0.446
H -2.028735 17.849320 -11.243045 0.103 0.136 0.102
H 0.330994 9.695079 -14.038808 0.082 -0.082 0.106
C -4.908994 13.896995 -8.892908 0.104 -0.193 -0.346
H -1.910610 10.466714 -10.916993 -0.026 0.086 0.066
C 0.751688 11.858325 -12.042344 0.960 0.922 -0.513
C 0.294741 13.083293 -12.506967 -0.024 0.346 0.026
C -3.784475 14.272682 -9.611154 0.208 0.230 0.316
H -4.398758 11.315321 -14.235143 0.011 0.347 0.102
H -5.990589 11.978398 -17.928966 0.115 0.038 -0.137
H -3.781212 12.684006 -18.862324 -0.001 0.147 0.057
C -4.238902 11.753623 -15.217024 -0.349 -0.354 -0.125
H -6.433458 14.553974 -7.568727 -0.140 0.242 -0.125
N -3.345670 15.534083 -9.657752 0.299 -0.454 -0.212
C -0.347091 17.736170 -12.555845 0.705 -0.640 0.213
H -2.907584 12.642969 -11.588646 0.161 -0.233 -0.328
H 1.818564 11.659324 -12.109665 -0.086 -0.264 -0.094
H 0.238384 18.607891 -12.283694 -0.215 0.226 -0.179
C -0.281856 9.166047 -14.759251 -0.251 0.216 -0.092
C -3.892135 12.483827 -17.804243 0.376 -0.031 -0.158
C -5.125699 16.161478 -8.196118 0.035 0.212 0.025
H -1.474775 16.218461 -11.448564 0.172 -0.019 0.008
C -1.691310 8.981285 -14.225632 0.288 -0.097 0.063
H 0.180137 8.223836 -15.029669 -0.023 -0.055 -0.049
H -5.238157 12.865704 -8.887598 0.057 0.009 0.027
N -0.009832 10.957494 -11.485473 -0.295 -0.815 0.622
H -2.388348 8.649483 -14.986418 0.022 0.003 -0.113
Cl 0.901815 16.516422 -13.058721 -0.194 0.200 0.065
H 0.971054 13.760507 -13.006190 0.032 0.066 0.126
H -3.145864 13.549947 -10.110062 -0.393 0.178 0.202
Cl -0.166373 17.379835 -9.877007 0.000 -0.052 0.139
Cl -1.652824 7.717091 -12.956703 -0.040 0.099 0.032
H -0.947669 17.889697 -13.443399 -0.235 0.152 0.071
C -5.602839 14.865164 -8.191071 0.081 -0.230 0.469
C -3.009950 12.252005 -15.598143 0.231 0.545 -0.064
C -5.104883 12.050869 -17.306239 -0.356 -0.106 0.179
C -1.129760 17.243639 -11.358454 -0.342 0.146 -0.390
```
Positions in Å, forces in eV/Å.